16
Properties=species:S:1:pos:R:3:lowdin_charge:R:1 method="wB97M-V/def2-TZVPD" homo_lumo_gap_ha=0.353 e_tot_ev=-10339.34160 smiles="C[C@H]1C=CC(NO)=N1"
C -1.47 1.72 -1.13 -0.0849
C -1.42 0.53 -0.22 -0.4392
C -1.43 -0.86 -0.91 -0.0700
C -0.29 -1.47 -0.72 -0.0023
C 0.50 -0.49 0.19 -0.3651
N 1.78 -0.63 0.57 -0.0393
O 2.26 0.18 1.59 -0.0738
N -0.13 0.60 0.48 0.0732
H -2.55 2.00 -1.39 0.0954
H -1.07 2.61 -0.54 0.0945
H -0.78 1.40 -1.95 0.0987
H -2.21 0.34 0.64 0.1774
H -2.26 -1.08 -1.63 0.1250
H 0.12 -2.46 -1.06 0.1161
H 2.09 -1.56 0.92 0.1594
H 1.64 0.99 1.71 0.1349



16
Properties=species:S:1:pos:R:3:lowdin_charge:R:1 method="wB97M-V/def2-TZVPD" homo_lumo_gap_ha=0.328 e_tot_ev=-10340.08487
C -0.49 -1.24 1.10 -0.0276
C 2.02 1.03 -0.40 -0.0044
C -0.17 -0.44 -0.15 -0.3933
C 0.60 0.79 -0.04 -0.2698
O 0.12 -1.22 -1.26 0.0376
N -0.29 1.73 0.27 0.1649
N -2.53 1.20 -0.46 0.1440
C -1.36 0.99 -0.08 -0.3429
H -0.19 -2.12 -1.13 0.1010
H -3.11 0.37 -0.54 0.0520
H 0.32 -1.95 1.29 0.0865
H -1.42 -1.80 0.98 0.0860
H -0.61 -0.58 1.96 0.0928
H 2.64 0.19 -0.09 0.0871
H 2.36 1.96 0.05 0.0878
H 2.11 1.12 -1.49 0.0982



16
Properties=species:S:1:pos:R:3:lowdin_charge:R:1 method="wB97M-V/def2-TZVPD" homo_lumo_gap_ha=0.314 e_tot_ev=-10340.61219 smiles=NCc1occc1N
N -2.03 0.36 -0.82 -0.0492
C -0.80 1.21 -0.80 -0.1963
C 0.31 0.45 -0.24 -0.2960
O 1.47 0.63 -0.85 0.0438
C 2.36 -0.17 -0.17 -0.0703
C 1.72 -0.90 0.89 -0.0003
C 0.43 -0.50 0.73 -0.3333
N -0.70 -0.89 1.54 0.0637
H -1.86 -0.62 -1.23 0.1033
H -2.76 0.84 -1.48 0.1097
H -0.42 1.64 -1.71 0.1123
H -1.16 2.00 -0.15 0.1130
H 3.41 -0.07 -0.46 0.1107
H 2.17 -1.37 1.76 0.1162
H -1.60 -0.86 0.94 0.0896
H -0.54 -1.76 2.08 0.0830



16
Properties=species:S:1:pos:R:3:lowdin_charge:R:1 method="wB97M-V/def2-TZVPD" homo_lumo_gap_ha=0.345 e_tot_ev=-10334.69986
C -1.64 -0.87 0.81 -0.0725
C -1.00 -0.44 -0.57 -0.4117
C -1.08 0.93 -0.40 -0.1475
C 0.09 1.54 0.06 0.0037
C 0.98 0.31 -0.04 -0.3565
H -2.83 -0.96 0.86 0.1185
H -1.40 -1.99 0.50 0.0997
H -1.14 -0.76 1.80 0.0920
H -1.56 -1.00 -1.35 0.1446
H -2.02 1.72 -0.61 0.1765
H 0.38 2.54 0.40 0.1029
H 2.93 1.20 0.06 0.1689
H 2.45 -1.10 -1.30 0.3049
N 2.30 0.40 0.43 -0.1021
N 0.53 -0.81 -0.73 0.0924
O 3.01 -0.73 0.08 -0.2136



16
Properties=species:S:1:pos:R:3:lowdin_charge:R:1 method="wB97M-V/def2-TZVPD" homo_lumo_gap_ha=0.354 e_tot_ev=-10336.03506 smiles="C[C@@]12C[C@H]1NN=CO2"
C -0.78 -0.77 1.04 -0.0296
C -0.43 -0.33 -0.24 -0.6008
C -1.48 0.58 -0.66 0.0345
C 0.12 1.01 -0.51 -0.2631
N 1.21 1.46 0.23 -0.0051
N 2.19 0.30 0.18 0.0742
C 1.75 -0.78 -0.31 -0.2250
O 0.54 -1.18 -0.93 -0.0182
H -1.29 -1.76 0.59 0.1734
H -1.53 -0.29 1.68 0.1096
H 0.08 -0.92 1.60 0.0592
H -1.91 0.96 -1.71 0.1435
H -2.28 0.85 0.00 0.0799
H 0.46 1.01 -1.59 0.1607
H 0.88 1.47 1.27 0.1518
H 2.47 -1.61 -0.64 0.1551



16
Properties=species:S:1:pos:R:3:lowdin_charge:R:1 method="wB97M-V/def2-TZVPD" homo_lumo_gap_ha=0.325 e_tot_ev=-10335.24253
C 1.85 0.09 0.66 -0.1126
C -0.33 -1.53 -0.43 -0.1766
C -1.68 -0.88 0.00 0.0306
C -1.60 0.54 0.23 -0.0304
C -0.47 0.96 -0.38 -0.4551
H 1.28 1.15 0.84 0.0787
H 1.90 -0.82 1.42 0.1013
H 2.99 0.88 0.33 0.1796
H 0.20 -2.21 0.32 0.1349
H -0.40 -2.32 -1.33 0.1538
H -2.45 -1.38 0.40 0.0508
H -2.51 1.28 0.50 0.1695
H -0.57 2.81 -0.16 0.0419
N 0.20 -0.30 -0.99 -0.0827
N -0.03 2.15 -0.70 0.1452
O 1.62 -0.43 -0.72 -0.2289



Highest occupied orbital energy for every record listed, in sequence, given in eV: -8.6; -8.4; -7.5; -9.1; -8.9; -9.1.